# 1
A cluster of 6 separate species, C22H25F8NO16 in total in a non-equilibrium geometry. Source: the OMol25 dataset; level of theory: ωB97M-V/def2-TZVPD.

Geometry (Å):
O -2.417 -3.834 1.560
C -2.255 -3.111 0.588
C -0.970 -2.815 -0.168
C -1.164 -1.295 -0.353
C -0.080 -0.540 -1.133
C 0.446 0.709 -0.405
C -0.482 1.912 -0.408
F 0.106 3.015 -0.945
F -1.608 1.724 -1.118
F -0.868 2.272 0.831
C -2.613 -1.297 -0.862
N -3.264 -2.340 -0.008
H -1.101 -3.288 -1.153
H -0.053 -3.141 0.322
H -1.234 -0.891 0.670
H 0.790 -1.195 -1.245
H -0.416 -0.292 -2.148
H 0.617 0.432 0.639
H 1.412 1.023 -0.816
H -2.665 -1.632 -1.904
H -3.110 -0.333 -0.736
H -3.915 -1.964 0.674
C -2.166 2.410 -4.272
C -1.870 2.103 -5.726
O -1.571 0.723 -5.693
C -2.185 0.174 -4.606
O -2.298 -0.986 -4.409
O -2.647 1.153 -3.794
F -0.795 2.784 -6.191
H -1.250 2.675 -3.741
H -2.916 3.180 -4.124
H -2.707 2.270 -6.407
C 3.400 -0.016 4.643
C 3.630 0.890 3.450
O 2.922 0.220 2.423
C 1.927 -0.517 3.004
O 1.020 -0.988 2.410
O 2.126 -0.590 4.335
F 4.938 0.974 3.094
H 4.157 -0.801 4.684
H 3.354 0.509 5.593
H 3.229 1.895 3.559
C -7.442 -5.048 1.658
C -7.176 -4.819 0.183
O -6.875 -3.439 0.140
C -6.401 -3.068 1.359
O -5.840 -2.050 1.582
O -6.637 -4.038 2.267
F -8.266 -5.065 -0.583
H -8.493 -4.864 1.885
H -7.146 -6.029 2.016
H -6.330 -5.377 -0.222
C 4.352 5.221 1.406
C 3.335 5.253 2.528
O 3.951 6.083 3.483
C 4.829 6.908 2.835
O 5.347 7.853 3.316
O 5.001 6.482 1.560
F 3.133 4.021 3.077
H 5.072 4.416 1.569
H 3.915 5.138 0.415
H 2.364 5.668 2.256
C 4.449 -1.091 -0.359
C 5.180 -1.081 -1.685
O 4.529 -2.110 -2.402
C 3.271 -2.256 -1.900
O 2.402 -2.872 -2.412
O 3.154 -1.571 -0.733
F 6.492 -1.384 -1.554
H 4.916 -1.798 0.328
H 4.364 -0.119 0.115
H 5.095 -0.148 -2.246

The structure (SMILES) is O=C1C[C@@H](CCC(F)(F)F)CN1.O=C1OC[C@@H](F)O1.O=C1OC[C@@H](F)O1.O=C1OC[C@@H](F)O1.O=C1OC[C@@H](F)O1.O=C1OC[C@@H](F)O1. For the HOMO energy, the calculation gives -8.9 eV. The spin multiplicity is 1.

---

# 2
An isolated molecule of CH5O2PS2 in a non-equilibrium geometry. Source: the OMol25 dataset; level of theory: ωB97M-V/def2-TZVPD.

Geometry (Å):
C 1.717 0.226 0.859
O -0.642 -0.157 -1.997
O 0.749 -0.440 0.019
P -0.783 0.041 -0.486
S -1.369 1.822 0.025
S -1.983 -1.703 -0.034
H 1.155 0.767 1.599
H 2.303 0.922 0.086
H 2.394 -0.553 1.278
H -1.337 0.160 -2.461
H -2.205 -1.084 1.113

The expectation value of S² is 2.010. For the HOMO energy (alpha / beta), the calculation gives -4.8 / -9.2 eV. The spin multiplicity is 3. As for the relative energy (zero: lowest compared OMol25 entry of this formula, charge and spin): 3.6 kcal per mole.

---

# 3
A cluster of 2 separate species, C14H16 in total in a non-equilibrium geometry. Source: the OMol25 dataset; level of theory: ωB97M-V/def2-TZVPD.

Geometry (Å):
C 2.668 -2.252 1.168
C 2.905 -2.128 -1.337
C 2.513 -1.538 -0.152
C 2.902 -1.382 -2.519
C 2.709 -0.020 -2.476
C 2.037 -0.229 -0.177
C 2.214 0.558 -1.301
H 3.256 -3.149 -1.419
H 3.031 -1.908 -3.457
H 3.211 -3.169 1.041
H 1.732 -2.391 1.710
H 2.925 0.645 -3.300
H 1.689 0.311 0.691
H 2.065 1.625 -1.300
H 3.274 -1.638 1.831
C -3.697 1.823 2.831
C -1.770 0.664 -0.765
C -1.082 1.433 0.168
C -2.898 -0.029 -0.347
C -1.704 1.808 1.350
C -3.536 0.296 0.847
C -2.926 1.230 1.681
H -1.341 0.463 -1.736
H -0.091 1.718 -0.138
H -3.235 -0.869 -0.945
H -1.241 2.557 1.976
H -4.575 0.025 0.981
H -3.081 2.416 3.501
H -4.301 1.135 3.425
H -4.488 2.483 2.462

The structure (SMILES) is Cc1ccccc1.Cc1ccccc1. For the HOMO energy, the calculation gives -8.9 eV. The spin multiplicity is 1. As for the relative energy (zero: lowest compared OMol25 entry of this formula, charge and spin): 19.3 kcal per mole.

---

# 4
A cluster of 2 separate species, C5H9N3O2 in total in a non-equilibrium geometry. Source: the OMol25 dataset; level of theory: ωB97M-V/def2-TZVPD.

Geometry (Å):
C 1.132 1.204 -0.570
C 1.667 -0.666 0.189
C -0.134 0.670 -0.044
C -1.303 1.521 0.276
C -0.313 -1.415 1.349
N 2.120 0.512 -0.435
N 0.281 -0.494 0.481
N -0.794 -0.193 -1.834
O -1.297 0.413 -2.720
O -0.509 -1.343 -1.730
H 1.146 2.077 -1.095
H 1.768 -1.635 -0.386
H 2.314 -0.866 1.111
H -1.363 2.333 -0.520
H -1.231 1.915 1.254
H -2.253 0.947 0.133
H 0.369 -2.363 1.174
H -0.234 -1.025 2.311
H -1.365 -1.590 1.056

For the HOMO energy (alpha / beta), the calculation gives -7.9 / -7.9 eV. The spin multiplicity is 1. As for the relative energy (zero: lowest compared OMol25 entry of this formula, charge and spin): 119.9 kcal per mole.

---

# 5
An isolated molecule of C5H9OP in a non-equilibrium geometry. Source: the OMol25 dataset; level of theory: ωB97M-V/def2-TZVPD.

Geometry (Å):
C 0.019 1.456 -0.362
C -0.771 0.242 0.244
C 1.306 1.547 0.410
C 0.256 -0.919 0.302
C -0.164 -2.200 -0.097
O 2.166 -0.562 -1.052
P 2.010 -0.327 0.456
H 0.170 1.397 -1.399
H -0.607 2.399 -0.113
H -0.925 0.678 1.235
H -1.732 0.022 -0.298
H 2.045 2.054 -0.063
H 1.056 1.868 1.457
H -0.659 -2.214 -1.063
H -0.841 -2.577 0.614
H 0.793 -2.933 -0.312

For the HOMO energy (alpha / beta), the calculation gives -7.7 / -7.7 eV. The spin multiplicity is 1. As for the relative energy (zero: lowest compared OMol25 entry of this formula, charge and spin): 68.3 kcal per mole.

---

# 6
A cluster of 2 separate species, C9H19N3 in total in a non-equilibrium geometry. Source: the OMol25 dataset; level of theory: ωB97M-V/def2-TZVPD.

Geometry (Å):
C -3.893 -0.212 1.245
C -4.072 0.191 -0.222
C -2.768 0.752 -0.807
C -0.848 -0.336 0.234
C -0.408 0.141 -1.102
C 3.255 2.157 0.324
C 3.736 -1.124 -0.619
C 2.436 -1.729 -0.024
C 2.284 -0.381 0.737
H -4.782 -0.726 1.624
H -3.707 0.663 1.883
H -3.039 -0.901 1.320
H -4.384 -0.675 -0.826
H -4.869 0.928 -0.338
H -2.402 1.604 -0.187
H -2.939 1.141 -1.824
H -0.536 -1.336 0.545
H -0.961 0.411 1.047
H -0.234 1.219 -1.248
H 0.203 -0.515 -1.724
H 3.454 3.157 -0.080
H 2.481 2.048 1.080
H 4.666 -1.716 -0.549
H 3.621 -0.816 -1.674
H 2.601 -2.639 0.578
H 1.656 -1.932 -0.777
H 1.481 0.230 0.267
H 2.128 -0.479 1.826
N -1.771 -0.292 -0.890
N 3.958 1.199 -0.142
N 3.652 -0.029 0.323

The structure (SMILES) is C=NN1CCC1.CCCN1CC1. For the HOMO energy, the calculation gives -8.5 eV. The spin multiplicity is 1. As for the relative energy (zero: lowest compared OMol25 entry of this formula, charge and spin): 44.7 kcal per mole.

---

# 7
An isolated molecule of C3H4S in a non-equilibrium geometry. Source: the OMol25 dataset; level of theory: ωB97M-V/def2-TZVPD.

Geometry (Å):
C -0.921 0.043 -0.051
C 0.330 0.784 -0.025
C 0.443 -0.820 0.012
S -2.544 -0.087 0.020
H 0.727 1.340 -0.821
H 0.479 1.525 0.794
H 0.648 -1.352 0.870
H 0.840 -1.433 -0.800

The expectation value of S² is 2.007. For the HOMO energy (alpha / beta), the calculation gives -6.6 / -10.2 eV. The spin multiplicity is 3. As for the relative energy (zero: lowest compared OMol25 entry of this formula, charge and spin): 0.0 kcal per mole.

---

# 8
An isolated molecule of C6H9NO in a non-equilibrium geometry. Source: the OMol25 dataset; level of theory: ωB97M-V/def2-TZVPD.

Geometry (Å):
C 1.233 0.481 0.151
C -1.232 0.485 0.024
C 0.180 -0.398 -0.290
N -1.266 1.768 -0.498
C 2.542 -0.563 0.565
C -2.196 -0.035 0.786
C 0.124 -1.597 -0.828
O 3.639 -0.466 0.098
H -0.791 1.894 -1.379
H -2.172 2.219 -0.477
H 2.316 -1.274 1.395
H 1.016 1.036 1.064
H 1.625 1.130 -0.632
H -2.084 -0.997 1.257
H -3.132 0.482 0.954
H -0.826 -2.051 -1.064
H 1.024 -2.113 -1.126

The structure (SMILES) is C=C(N)C(=C)CC=O. For the HOMO energy, the calculation gives -8.4 eV. The spin multiplicity is 1. As for the relative energy (zero: lowest compared OMol25 entry of this formula, charge and spin): 60.3 kcal per mole.

---

# 9
A structure of composition C19H14BrI2N3O2Re in a non-equilibrium geometry. Source: the OMol25 dataset; level of theory: ωB97M-V/def2-TZVPD.

Geometry (Å):
Re -0.390 0.272 0.632
O 0.011 -0.767 2.080
C 0.996 -1.369 2.665
C 0.782 -2.251 3.736
C 1.851 -2.838 4.378
C 3.163 -2.582 3.960
C 3.402 -1.749 2.892
C 2.343 -1.098 2.222
C 2.611 -0.151 1.212
N 1.711 0.573 0.565
N 2.116 1.513 -0.249
C 1.132 2.168 -0.849
O -0.075 1.737 -0.615
C 1.371 3.360 -1.624
C 2.655 3.725 -2.061
C 2.836 4.934 -2.704
C 1.754 5.789 -2.897
C 0.473 5.421 -2.492
C 0.278 4.211 -1.866
H -0.234 -2.441 4.044
H 1.669 -3.503 5.210
H 3.990 -3.026 4.490
H 4.412 -1.581 2.554
H 3.652 0.043 0.972
H 3.484 3.056 -1.882
H 3.816 5.221 -3.058
H 1.912 6.754 -3.353
H -0.360 6.086 -2.662
H -0.694 3.915 -1.502
Br -2.406 1.840 2.296
C -3.272 0.886 0.893
C -4.646 0.748 0.822
C -5.171 -0.039 -0.194
C -4.301 -0.592 -1.126
C -2.942 -0.375 -0.995
N -2.421 0.317 0.026
H -5.284 1.229 1.547
H -6.234 -0.221 -0.256
H -4.670 -1.193 -1.940
H -2.232 -0.778 -1.705
I -0.024 -2.710 -0.767
I 0.093 -5.215 0.172

The expectation value of S² is 0.768. Its total charge is +2. For the HOMO energy (alpha / beta), the calculation gives -13.7 / -13.7 eV. The spin multiplicity is 2.

---

# 10
A cluster of 7 separate species, C32H35N7 in total in a non-equilibrium geometry. Source: the OMol25 dataset; level of theory: ωB97M-V/def2-TZVPD.

Geometry (Å):
N 2.669 1.154 -4.686
C 1.543 0.410 -4.902
C 1.952 -0.837 -5.298
C 3.376 -0.865 -5.230
C 3.789 0.387 -4.866
H 2.663 2.112 -4.383
H 0.545 0.738 -4.667
H 1.387 -1.703 -5.602
H 4.019 -1.653 -5.585
H 4.751 0.870 -4.839
N 3.372 -5.454 -2.573
C 2.562 -5.103 -3.621
C 1.339 -4.763 -3.102
C 1.453 -4.802 -1.684
C 2.724 -5.213 -1.389
H 4.240 -5.946 -2.695
H 2.807 -5.317 -4.648
H 0.471 -4.445 -3.656
H 0.725 -4.457 -0.969
H 3.247 -5.420 -0.471
N 1.668 -0.129 -1.733
C 0.647 -0.994 -1.410
C 0.058 -0.491 -0.278
C 0.609 0.789 -0.029
C 1.620 0.983 -0.949
H 2.226 -0.322 -2.550
H 0.559 -1.833 -2.082
H -0.712 -0.978 0.298
H 0.352 1.474 0.763
H 2.386 1.736 -1.039
N -0.047 2.887 2.844
C -0.129 1.681 3.390
C -1.162 1.279 4.226
C -2.174 2.188 4.492
C -2.075 3.459 3.954
C -1.002 3.768 3.131
H 0.640 0.975 3.103
H -1.229 0.267 4.601
H -3.005 1.986 5.155
H -2.859 4.194 4.090
H -0.883 4.757 2.703
N -1.649 5.626 -2.468
C -1.365 4.339 -2.366
C -0.367 3.853 -1.529
C 0.412 4.755 -0.810
C 0.111 6.101 -0.901
C -0.959 6.469 -1.716
H -1.928 3.602 -2.931
H -0.085 2.811 -1.489
H 1.241 4.348 -0.242
H 0.660 6.847 -0.342
H -1.231 7.518 -1.784
N -0.167 -2.320 4.684
C -0.553 -3.283 3.840
C -0.067 -3.396 2.552
C 0.959 -2.556 2.152
C 1.332 -1.545 3.021
C 0.764 -1.462 4.283
H -1.324 -3.932 4.238
H -0.368 -4.215 1.909
H 1.406 -2.631 1.171
H 2.077 -0.825 2.701
H 1.096 -0.714 4.994
N -4.900 -1.051 3.435
C -5.521 -0.558 2.368
C -4.883 -0.185 1.188
C -3.503 -0.281 1.132
C -2.833 -0.780 2.235
C -3.578 -1.129 3.358
H -6.597 -0.428 2.436
H -5.486 0.113 0.342
H -3.004 -0.036 0.201
H -1.760 -0.909 2.296
H -3.052 -1.517 4.226

The structure (SMILES) is c1cc[nH]c1.c1cc[nH]c1.c1cc[nH]c1.c1ccncc1.c1ccncc1.c1ccncc1.c1ccncc1. For the HOMO energy, the calculation gives -8.3 eV. The spin multiplicity is 1. As for the relative energy (zero: lowest compared OMol25 entry of this formula, charge and spin): 0.0 kcal per mole.

---

# 11
The ion C5H9O with charge +1 in a non-equilibrium geometry. Source: the OMol25 dataset; level of theory: ωB97M-V/def2-TZVPD.

Geometry (Å):
C -0.037 0.002 0.325
C 3.480 -0.106 -0.334
C 1.242 0.191 0.399
C -1.061 0.768 -0.612
C -2.485 0.474 -0.173
O 2.396 0.588 0.402
H -0.696 -0.686 0.869
H -2.932 -0.388 -0.695
H 3.172 -0.186 -1.407
H 4.454 0.591 -0.380
H -1.024 0.347 -1.631
H 3.599 -1.037 0.142
H -0.854 1.836 -0.544
H -2.448 0.513 0.866
H -3.152 1.336 -0.381

Its total charge is +1. For the HOMO energy, the calculation gives -15.5 eV. The spin multiplicity is 1. As for the relative energy (zero: lowest compared OMol25 entry of this formula, charge and spin): 49.5 kcal per mole.

---

# 12
An isolated molecule of C3H3NO3. Source: the OMol25 dataset; level of theory: ωB97M-V/def2-TZVPD.

Geometry (Å):
N -0.751 -0.369 0.032
C 0.434 0.292 0.104
O 0.885 0.803 -0.906
C -1.125 -0.418 -1.389
O -1.979 0.266 -1.864
C 1.200 0.416 1.423
O 2.233 1.028 1.408
H -1.203 -0.867 0.798
H -0.485 -1.116 -1.960
H 0.792 -0.037 2.355

The structure (SMILES) is O=CNC(=O)C=O. For the HOMO energy, the calculation gives -10.4 eV. The spin multiplicity is 1. As for the relative energy (zero: lowest compared OMol25 entry of this formula, charge and spin): 41.4 kcal per mole.